[1]
# C24H45NP2SiSn

A molecular structure, C24H45NP2SiSn (wB97M-V/def2-TZVPD, the Open Molecules 2025 dataset).

The geometry in XYZ format:
```
74
Properties=species:S:1:pos:R:3
P -1.883 3.390 -1.197
P -1.657 -0.478 -0.583
C -3.216 2.109 -1.504
C -3.035 0.894 -0.564
H -3.165 1.807 -2.567
H -4.209 2.613 -1.406
H -3.011 1.295 0.462
H -3.967 0.319 -0.679
C -2.086 -0.988 -2.327
H -1.649 -1.979 -2.481
H -1.710 -0.327 -3.116
H -3.178 -1.065 -2.434
C -2.922 -1.663 0.202
H -3.960 -1.590 -0.177
H -2.927 -1.438 1.281
H -2.612 -2.723 0.096
C -2.195 4.773 -2.491
H -1.850 5.748 -2.123
H -3.260 4.864 -2.734
H -1.657 4.604 -3.428
C -3.158 4.732 -0.196
H -3.439 4.385 0.809
H -4.072 4.926 -0.778
H -2.624 5.690 -0.085
Sn -0.366 -2.143 1.305
C -0.123 1.436 -1.772
C -0.668 2.601 -2.386
C 0.466 3.581 -2.731
C 0.832 4.340 -1.461
C -0.349 4.499 -0.512
C -0.819 3.473 0.396
C -0.051 2.161 0.670
C 0.709 1.572 -0.551
C 0.922 -0.578 2.125
H 0.194 0.659 -2.482
H -1.325 2.343 -3.226
H 0.077 4.281 -3.493
H 1.380 3.078 -3.137
H 1.741 3.933 -0.979
H 1.127 5.335 -1.822
H -0.663 5.543 -0.349
H -1.475 3.776 1.227
H -0.775 1.407 1.036
H 0.703 2.333 1.456
H 1.568 2.237 -0.740
H 1.190 0.608 -0.312
H 1.465 -0.927 3.014
H 0.264 0.279 2.346
H 1.642 -0.333 1.335
C 2.398 -2.024 -1.176
Si 2.741 -3.386 0.051
C 3.048 -4.959 -0.864
C 4.155 -2.920 1.164
N 1.266 -3.702 1.066
C 1.257 -4.383 2.257
C 0.110 -4.284 3.131
C 0.406 -4.020 4.471
C 1.730 -4.177 4.964
C 2.710 -4.785 4.152
C 2.486 -4.913 2.780
H 3.354 -1.850 -1.692
H 2.062 -1.062 -0.780
H 1.684 -2.346 -1.945
H 4.040 -4.902 -1.331
H 3.027 -5.845 -0.219
H 2.303 -5.090 -1.659
H 3.953 -2.053 1.805
H 4.484 -3.739 1.810
H 5.004 -2.675 0.514
H -0.922 -4.277 2.756
H -0.424 -3.672 5.101
H 2.017 -3.815 5.973
H 3.637 -5.157 4.607
H 3.251 -5.354 2.125
```

## Properties
charge = +2
gap between HOMO and LUMO (spin up / spin down) = 5.51 / 5.46 eV
energy = -2181.9040 hartree

***

[2]
# C3H6O

C3H6O in the gas phase (wB97M-V/def2-TZVPD, the Open Molecules 2025 dataset).

The geometry in XYZ format:
```
10
Properties=species:S:1:pos:R:3
C 0.352 -1.458 0.283
C -0.259 0.464 -0.258
C -0.640 1.810 -0.018
H -0.480 -2.374 0.273
H 0.541 -1.528 -0.907
H 1.194 -1.896 0.819
H 0.218 0.313 -1.399
H -0.481 2.815 -0.632
H -0.589 2.134 0.990
O 0.145 -0.280 0.850
```

## Properties
energy above the lowest of the compared OMol25 structures with the same formula, charge and spin = 93.26 kcal/mol
gap between HOMO and LUMO = 9.95 eV
energy = -192.9946 hartree

***

[3]
# C10H12NOP

2 unconnected molecules or ions with the total composition C10H12NOP (wB97M-V/def2-TZVPD, the Open Molecules 2025 dataset).

The geometry in XYZ format:
```
25
Properties=species:S:1:pos:R:3
C -0.876 -2.566 2.554
C 0.287 -2.279 1.868
C -1.812 -1.486 2.686
C 0.686 -1.051 1.344
C -1.425 -0.254 2.299
C -0.199 0.007 1.622
C 1.173 0.086 -2.106
C 0.252 1.375 1.188
C 1.279 0.992 -3.016
C -1.339 1.523 -0.531
N -0.219 2.049 0.226
O 1.210 -0.844 -1.430
P 1.910 0.493 -4.680
H -1.119 -3.630 2.728
H 0.975 -3.123 1.547
H -2.891 -1.529 3.151
H 1.611 -0.814 0.780
H -2.129 0.598 2.335
H 0.995 1.824 1.791
H 0.904 1.993 -3.000
H -1.504 0.429 -0.551
H -2.191 1.963 0.041
H -1.205 2.034 -1.555
H 3.305 0.366 -4.246
H 2.320 1.843 -5.045
```

## Properties
energy above the lowest of the compared OMol25 structures with the same formula, charge and spin = 86.19 kcal/mol
gap between HOMO and LUMO = 9.44 eV
energy = -859.4779 hartree

***

[4]
# C3H8N4O

C3H8N4O in the gas phase (wB97M-V/def2-TZVPD, the Open Molecules 2025 dataset).

The geometry in XYZ format:
```
16
Properties=species:S:1:pos:R:3
C -1.763 -1.243 0.844
C -0.460 0.906 -0.036
C 2.864 -0.515 0.023
H -1.240 -0.759 1.745
H -2.892 -1.112 0.657
H -1.510 -2.392 0.956
H -0.388 -1.453 -0.732
H -2.111 0.809 -1.062
H 1.138 1.090 0.899
H 3.053 0.408 0.796
H 3.777 -1.037 -0.703
N -1.214 -1.024 -0.592
N -1.101 0.340 -0.963
N 0.734 0.184 0.406
N 1.556 -0.596 -0.266
O -0.437 2.153 0.295
```

## Properties
energy above the lowest of the compared OMol25 structures with the same formula, charge and spin = 147.15 kcal/mol
gap between HOMO and LUMO = 9.91 eV
energy = -413.1815 hartree

***

[5]
# C14H24ClCuN5O6

A molecular structure, C14H24ClCuN5O6 (wB97M-V/def2-TZVPD, the Open Molecules 2025 dataset).

The geometry in XYZ format:
```
51
Properties=species:S:1:pos:R:3
O -0.331 -1.222 -3.567
H -0.440 -1.765 -4.410
Cu 0.695 0.252 0.117
N 1.876 -1.183 -0.363
N -0.553 -1.574 -0.029
N 1.046 2.238 -0.029
N -1.064 1.164 0.659
O 3.068 -0.760 -0.350
O 2.047 2.696 -0.693
O -2.146 0.515 1.170
O -1.759 -1.800 0.403
C 0.116 -2.679 -0.444
C 1.498 -2.449 -0.663
C 0.228 3.064 0.655
C -0.981 2.440 1.075
C 2.433 -3.395 -1.309
H 2.082 -3.692 -2.309
H 2.560 -4.301 -0.708
H 3.397 -2.897 -1.402
C -0.555 -4.009 -0.514
H -1.470 -3.919 -1.123
H -0.829 -4.396 0.490
H 0.121 -4.742 -0.987
C 0.565 4.471 0.980
C -1.950 3.018 2.030
H 1.291 4.905 0.288
H 0.955 4.566 2.001
H -0.344 5.075 0.963
H -2.592 2.191 2.359
H -2.518 3.796 1.513
H -1.384 3.448 2.863
H 1.697 1.248 -1.756
H -2.083 -0.489 0.899
C -2.212 -0.333 -3.016
H -2.328 -1.422 -2.983
H -1.679 0.405 -3.602
H -2.516 0.237 -2.097
O 0.885 0.708 -1.887
H -0.265 -0.304 -3.979
H 0.127 1.345 -1.902
Cl 4.705 1.545 3.663
C 3.361 0.548 3.330
C 2.980 -0.479 4.201
C 1.858 -1.238 3.872
C 1.163 -0.944 2.706
N 1.577 0.010 1.876
C 2.631 0.775 2.162
H 3.555 -0.647 5.103
H 1.489 -2.052 4.481
H 0.280 -1.501 2.409
H 2.911 1.557 1.467
```

## Properties
⟨S²⟩ = 0.76
gap between HOMO and LUMO (spin up / spin down) = 3.39 / 3.41 eV
energy = -3373.2784 hartree
spin multiplicity = 2

***

[6]
# C6H42N2O13

14 unconnected molecules or ions with the total composition C6H42N2O13 (wB97M-V/def2-TZVPD, the Open Molecules 2025 dataset).

The geometry in XYZ format:
```
63
Properties=species:S:1:pos:R:3
C -0.602 1.243 -1.170
C 0.138 0.852 0.118
N 0.064 1.961 1.092
C 1.025 3.017 0.772
C -1.062 0.808 2.967
C 0.210 1.524 2.514
C 1.505 0.683 2.779
N 1.318 -0.683 3.288
H -0.705 2.335 -1.333
H -1.593 0.820 -1.233
H -0.072 0.857 -2.025
H -0.352 -0.051 0.538
H 1.175 0.564 -0.100
H 2.068 2.667 0.667
H 0.762 3.449 -0.200
H 0.995 3.791 1.536
H -1.960 1.440 2.725
H -1.052 0.601 4.036
H -1.173 -0.179 2.525
H 0.315 2.460 3.092
H 2.112 1.233 3.516
H 2.141 0.667 1.869
H 0.700 -1.226 2.679
H 0.861 -0.719 4.180
H 3.043 -3.699 -0.476
H 2.106 -3.111 -1.479
O 3.067 -3.170 -1.310
H -0.927 -1.811 -3.789
H -2.263 -1.129 -4.112
O -1.915 -1.919 -3.702
H 1.430 -1.028 -3.684
H 0.940 -2.307 -2.928
O 0.778 -1.811 -3.733
H 5.008 -0.949 -1.781
H 3.734 -1.689 -1.372
O 4.102 -0.755 -1.536
H -1.822 2.224 0.723
H -2.888 2.934 -0.124
O -2.801 2.343 0.632
H 1.530 -4.461 0.648
H 2.567 -3.907 1.629
O 2.455 -4.558 0.908
H -0.492 -2.825 -1.234
H 0.079 -4.065 -1.892
O 0.376 -3.273 -1.440
H 1.941 0.857 -2.761
H 3.106 -0.169 -2.757
O 2.400 0.243 -3.342
H -4.219 -0.460 0.522
H -3.257 0.713 0.170
O -3.513 -0.208 -0.090
H -2.171 -2.213 -2.018
H -2.520 -1.480 -0.673
O -2.105 -2.317 -1.026
H -1.521 -4.208 1.412
H -1.526 -2.993 0.412
O -1.139 -3.334 1.250
H -2.535 3.890 1.969
H -1.056 3.717 1.892
O -1.715 4.413 1.938
H -1.395 5.155 -1.210
H -1.758 4.714 0.253
O -1.938 4.535 -0.722
```

## Properties
energy above the lowest of the compared OMol25 structures with the same formula, charge and spin = 9.99 kcal/mol
gap between HOMO and LUMO = 9.47 eV
energy = -1341.4738 hartree

***

[7]
# C27H25ClGe2N4O4SV

A molecular structure, C27H25ClGe2N4O4SV (wB97M-V/def2-TZVPD, the Open Molecules 2025 dataset).

The geometry in XYZ format:
```
65
Properties=species:S:1:pos:R:3
V 1.974 0.453 -0.153
S -3.096 2.024 -5.515
N -2.755 2.805 -4.149
C -1.785 2.126 -3.555
C -1.148 2.480 -2.308
C -1.449 3.648 -1.598
C -0.792 3.908 -0.415
C 0.130 2.980 0.057
N 0.415 1.860 -0.604
C -0.187 1.609 -1.790
C 0.233 0.422 -2.533
N 1.248 -0.313 -2.025
C 1.702 -1.354 -2.715
C 1.155 -1.745 -3.933
C 0.112 -1.015 -4.458
C -0.357 0.101 -3.758
C -1.408 0.957 -4.254
N -2.100 0.768 -5.369
H -2.184 4.333 -2.000
H -0.980 4.808 0.152
H 0.654 3.130 0.993
H 2.538 -1.891 -2.286
H 1.566 -2.599 -4.453
H -0.338 -1.272 -5.408
O 3.145 1.255 1.597
Cl 4.215 1.090 0.595
O 5.494 1.398 1.021
O 3.700 1.850 -0.554
O 4.009 -0.319 0.149
C 2.455 -3.190 0.307
Ge 1.697 -2.169 1.782
C 3.032 -1.621 3.082
C 0.103 -3.025 2.582
Ge -0.072 -0.392 1.246
C -0.596 0.725 2.716
C -1.611 1.686 2.638
C -1.939 2.451 3.744
C -1.265 2.266 4.946
C -0.248 1.326 5.036
C 0.094 0.574 3.924
C -1.417 -0.979 -0.005
C -2.656 -0.346 -0.152
C -3.558 -0.773 -1.114
C -3.248 -1.855 -1.928
C -2.034 -2.514 -1.777
C -1.126 -2.070 -0.832
H 2.887 -4.088 0.756
H 3.268 -2.659 -0.183
H 1.720 -3.520 -0.426
H 3.728 -2.457 3.177
H 2.597 -1.442 4.064
H 3.594 -0.745 2.775
H 0.485 -3.959 3.004
H -0.667 -3.278 1.856
H -0.333 -2.451 3.400
H -2.148 1.868 1.718
H -2.725 3.190 3.671
H -1.527 2.860 5.811
H 0.285 1.187 5.966
H 0.909 -0.135 4.012
H -2.947 0.473 0.490
H -4.513 -0.275 -1.210
H -3.960 -2.198 -2.668
H -1.800 -3.371 -2.394
H -0.176 -2.588 -0.746
```

## Properties
charge = +2
⟨S²⟩ = 3.76
gap between HOMO and LUMO (spin up / spin down) = 7.11 / 6.76 eV
energy = -7519.3538 hartree
spin multiplicity = 4

***

[8]
# C22H27Cl4N3O6

7 unconnected molecules or ions with the total composition C22H27Cl4N3O6 (wB97M-V/def2-TZVPD, the Open Molecules 2025 dataset).

The geometry in XYZ format:
```
62
Properties=species:S:1:pos:R:3
C -0.265 2.138 -0.335
Cl -1.912 1.726 -0.793
Cl 0.444 3.417 -1.328
Cl -0.361 2.676 1.348
Cl 0.714 0.692 -0.434
C -6.441 0.556 -2.377
N -5.344 0.320 -1.406
O -5.567 0.331 -0.228
O -4.191 0.163 -1.857
H -6.385 -0.308 -3.037
H -6.291 1.491 -2.910
H -7.392 0.596 -1.851
C 3.317 -1.565 -0.866
N 2.850 -2.757 -1.594
O 1.828 -3.286 -1.236
O 3.572 -3.250 -2.444
H 2.626 -1.216 -0.101
H 3.410 -0.760 -1.598
H 4.327 -1.712 -0.489
C 4.045 4.755 -0.280
N 4.391 3.801 0.816
O 4.582 4.230 1.924
O 4.420 2.607 0.521
H 4.775 4.570 -1.065
H 3.973 5.773 0.089
H 3.081 4.381 -0.621
C -3.254 -1.072 6.036
C -3.867 -0.564 4.910
C -3.156 0.277 4.059
C -1.877 0.690 4.347
C -1.245 0.101 5.441
C -1.926 -0.775 6.264
H -3.781 -1.746 6.699
H -4.880 -0.842 4.654
H -3.678 0.703 3.211
H -1.285 1.333 3.711
H -0.277 0.454 5.770
H -1.480 -1.158 7.173
C 2.124 1.087 -3.718
C 2.323 0.137 -4.698
C 3.582 -0.208 -5.153
C 4.689 0.465 -4.642
C 4.493 1.480 -3.699
C 3.218 1.834 -3.291
H 1.134 1.260 -3.320
H 1.479 -0.345 -5.174
H 3.750 -0.860 -5.998
H 5.644 0.234 -5.093
H 5.342 2.010 -3.289
H 3.197 2.590 -2.517
C -1.957 -2.753 2.145
C -1.782 -4.071 1.779
C -1.318 -4.339 0.511
C -1.160 -3.341 -0.415
C -1.373 -2.023 -0.079
C -1.831 -1.739 1.210
H -1.981 -2.496 3.197
H -1.945 -4.764 2.594
H -1.118 -5.367 0.237
H -0.902 -3.618 -1.428
H -1.125 -1.237 -0.776
H -1.981 -0.706 1.494
```

## Properties
energy above the lowest of the compared OMol25 structures with the same formula, charge and spin = 17.62 kcal/mol
gap between HOMO and LUMO = 8.65 eV
energy = -3310.6456 hartree

***

[9]
# C5H19N2O3S

4 unconnected molecules or ions with the total composition C5H19N2O3S (wB97M-V/def2-TZVPD, the Open Molecules 2025 dataset).

The geometry in XYZ format:
```
30
Properties=species:S:1:pos:R:3
N 1.966 2.104 -0.734
C 0.956 1.318 -0.028
C -0.426 1.711 -0.521
S -0.982 3.282 0.228
C 1.238 -0.189 -0.237
N 0.959 -0.977 0.970
C 0.743 -2.420 0.661
C -0.737 -2.753 0.689
H 1.594 3.053 -0.850
H 2.788 2.210 -0.142
H 0.949 1.482 1.047
H -0.472 1.822 -1.614
H -1.132 0.904 -0.323
H 2.248 -0.294 -0.666
H 0.510 -0.544 -0.964
H 1.774 -0.936 1.576
H 1.297 -2.998 1.388
H 1.221 -2.627 -0.296
H -1.219 -2.375 -0.216
H -1.230 -2.171 1.481
H -0.929 -3.816 0.806
H -3.667 0.840 -0.809
H -3.814 0.109 0.479
O -3.792 -0.057 -0.471
H -0.329 1.875 2.750
H -0.441 0.343 2.625
O -0.545 1.079 3.256
H -0.255 0.175 -3.586
H 1.144 0.149 -2.927
O 0.584 -0.301 -3.572
```

## Properties
charge = -1
energy above the lowest of the compared OMol25 structures with the same formula, charge and spin = 0.00 kcal/mol
gap between HOMO and LUMO = 6.31 eV
energy = -935.3585 hartree

***

[10]
# C28H46BeBrN3P2S

A molecular structure, C28H46BeBrN3P2S (wB97M-V/def2-TZVPD, the Open Molecules 2025 dataset).

The geometry in XYZ format:
```
82
Properties=species:S:1:pos:R:3
C -0.967 4.589 -2.939
C -1.238 3.457 -3.737
C -1.333 3.634 -5.137
C -1.131 4.925 -5.657
N -0.845 5.963 -4.878
C -0.754 5.830 -3.561
C -1.452 2.205 -3.077
C -1.543 1.748 -1.846
C -1.857 1.533 -0.469
C -1.094 0.553 0.195
C -1.562 -0.079 1.334
C -2.816 0.270 1.884
C -3.538 1.312 1.276
C -3.070 1.947 0.135
Be -1.891 0.703 -3.044
P 3.055 -0.667 1.890
H -1.602 2.799 -5.797
H -0.958 4.501 -1.852
H -1.210 5.096 -6.735
H -0.514 6.703 -2.952
H -3.636 2.761 -0.317
H -0.125 0.283 -0.238
H -4.475 1.621 1.715
H -0.932 -0.836 1.796
C 2.648 -2.147 2.819
C 3.309 -3.429 2.301
H 1.552 -2.252 2.805
H 2.932 -1.961 3.866
H 3.082 -4.247 2.994
H 2.922 -3.718 1.317
H 4.399 -3.348 2.238
C 2.759 -0.869 0.118
C 3.154 0.355 -0.720
H 1.688 -1.101 -0.016
H 3.327 -1.763 -0.192
H 3.058 0.102 -1.784
H 2.494 1.212 -0.521
H 4.193 0.668 -0.542
C 4.733 -0.105 2.208
C 5.844 -1.084 1.818
H 4.789 0.131 3.282
H 4.851 0.849 1.673
H 6.801 -0.549 1.820
H 5.939 -1.906 2.538
H 5.715 -1.511 0.815
Br -3.437 -0.582 3.311
P -1.996 -1.238 -2.939
C -0.354 -1.889 -2.333
C -0.251 -3.391 -2.049
H -0.177 -1.316 -1.407
H 0.396 -1.583 -3.078
H 0.749 -3.584 -1.639
H -0.990 -3.729 -1.311
H -0.350 -3.991 -2.962
C -3.191 -1.981 -1.658
C -4.192 -3.024 -2.106
H -3.787 -1.129 -1.276
H -2.562 -2.300 -0.813
H -4.816 -3.240 -1.225
H -4.839 -2.612 -2.896
H -3.697 -3.948 -2.438
C -2.014 -0.259 -4.425
C -3.337 0.238 -4.964
H -1.201 -0.346 -5.140
H -2.766 0.098 -2.195
H -3.604 1.201 -4.477
H -3.256 0.432 -6.043
H -4.160 -0.478 -4.800
C 1.606 -0.538 6.196
N 1.975 0.246 5.015
C 1.149 0.569 4.013
S 1.796 0.948 2.398
N -0.166 0.711 4.166
C -0.882 0.840 5.430
H 0.910 -1.350 5.942
H 1.168 0.112 6.961
H 2.524 -0.980 6.597
H 2.967 0.316 4.786
H -0.667 0.973 3.316
H -1.866 1.260 5.210
H -1.031 -0.144 5.892
H -0.349 1.510 6.116
```

## Properties
charge = +2
energy above the lowest of the compared OMol25 structures with the same formula, charge and spin = 138.69 kcal/mol
gap between HOMO and LUMO (spin up / spin down) = 3.09 / 3.28 eV
energy = -4927.6449 hartree

***

[11]
# C4H6N2

C4H6N2 in the gas phase (wB97M-V/def2-TZVPD, the Open Molecules 2025 dataset).

The geometry in XYZ format:
```
12
Properties=species:S:1:pos:R:3
C -1.845 -0.570 -0.011
C 0.234 0.792 -0.083
C 1.603 0.963 0.024
C 2.373 -0.204 -0.017
H -2.386 0.429 -0.330
H -2.289 -0.879 0.973
H -2.169 -1.332 -0.720
H 0.196 -1.271 0.214
H -0.393 1.708 -0.043
H 2.027 1.952 0.082
N -0.383 -0.423 -0.040
N 3.032 -1.166 -0.050
```

## Properties
energy above the lowest of the compared OMol25 structures with the same formula, charge and spin = 29.54 kcal/mol
gap between HOMO and LUMO = 9.25 eV
energy = -265.4885 hartree